(1)
Below is C40H35I2N5O2PSSe2Zr as an isolated structure at a distorted geometry, with properties calculated with wB97M-V/def2-TZVPD.

The geometry in XYZ format:
```
89
C40H35I2N5O2PSSe2Zr | OMol25 | wB97M-V/def2-TZVPD
Zr -1.1785 0.0832 0.9812
N -5.2546 0.3945 3.3270
C -4.3068 0.4715 2.4053
S -2.6423 0.7715 2.9504
N -4.5763 0.2797 1.1617
N -3.4857 0.1691 0.3941
C -3.7644 -0.0339 -0.8446
C -5.1654 -0.1067 -1.3714
C -5.8273 -1.3341 -1.5662
C -7.1303 -1.3017 -2.0428
C -7.7498 -0.0991 -2.3073
C -7.0740 1.1232 -2.1693
C -5.7731 1.1010 -1.6640
C -2.6643 0.0542 -1.8317
C -2.8763 0.2018 -3.1835
C -1.8037 0.2709 -4.0149
C -0.5247 0.1997 -3.5232
C -0.3770 0.0059 -2.1403
N -1.4246 0.0034 -1.2919
H -5.0083 0.5446 4.2821
H -6.1887 0.1388 3.0195
H -5.3378 -2.2902 -1.3861
H -7.7188 -2.2140 -2.1757
H -8.7811 -0.0407 -2.6111
H -7.5541 2.0584 -2.3142
H -5.2735 2.0485 -1.4845
H -3.8771 0.2877 -3.5094
H -1.8504 0.4295 -5.0564
H 0.3128 0.2150 -4.1892
H 0.6241 -0.1321 -1.7112
Se -1.0973 2.8774 0.3111
P 0.2812 3.1469 2.0142
Se 0.7431 1.1395 2.6207
C -0.4089 4.0473 3.4414
C 0.3824 4.0125 4.5842
C 0.0177 4.6813 5.7406
C -1.1177 5.4857 5.6772
C -1.8822 5.6039 4.4951
C -1.5192 4.8659 3.3629
C 1.8268 4.0087 1.5339
C 3.0660 3.4129 1.7983
C 4.2273 4.1172 1.4552
C 4.1636 5.4217 1.0130
C 2.8869 5.9536 0.7079
C 1.7327 5.2402 0.9508
H 1.3010 3.4404 4.5043
H 0.5985 4.4750 6.6584
H -1.4492 6.0626 6.5073
H -2.7611 6.2305 4.5631
H -2.0665 4.9685 2.4438
H 3.1553 2.4155 2.1801
H 5.1647 3.6344 1.5700
H 5.0579 5.9762 0.8778
H 2.7833 6.9056 0.1963
H 0.8063 5.7246 0.6473
I 4.3577 0.7565 -1.6820
I 3.4403 1.6893 -4.1183
C 6.6904 -3.1676 -1.4892
C 5.3286 -3.1411 -2.1278
C 5.1360 -3.5212 -3.4412
C 3.8485 -3.6412 -3.9912
C 2.7700 -3.3013 -3.2570
C 2.9557 -2.9783 -1.8959
N 1.8085 -2.7920 -1.0880
C 1.3387 -3.9037 -0.4261
C 1.8066 -5.1758 -0.7432
C 1.1694 -6.3228 -0.3089
C 0.1112 -6.2185 0.6129
C -0.2936 -4.9668 1.0405
C 0.2502 -3.7984 0.5236
C -0.3265 -2.4696 0.8261
O -1.5108 -2.2829 1.1727
O 0.3993 -1.3507 0.6780
C 4.2371 -2.8341 -1.3191
C 4.4290 -2.5828 0.1162
H 7.4753 -3.4355 -2.2150
H 6.7636 -3.9405 -0.6997
H 6.9445 -2.2423 -1.0141
H 5.9143 -3.9386 -4.0533
H 3.6975 -3.9693 -5.0109
H 1.7808 -3.4792 -3.6556
H 1.8864 -2.0256 -0.4215
H 2.6499 -5.3070 -1.3752
H 1.3893 -7.2795 -0.7455
H -0.3305 -7.1682 0.9130
H -1.1513 -4.8649 1.6310
H 5.1924 -3.2117 0.5964
H 3.4903 -2.7164 0.6646
H 4.7104 -1.5659 0.3163
```

The LUMO energy comes out at -4.09 eV. The orbital gap is 6.12 eV. For the HOMO energy, the calculation gives -10.206 eV. Its charge is +1.

***

(2)
Below is C40H35ILuN5O6PS as an isolated structure at a distorted geometry, with properties calculated with wB97M-V/def2-TZVPD.

The geometry in XYZ format:
```
90
C40H35ILuN5O6PS | OMol25 | wB97M-V/def2-TZVPD
Lu -0.5931 -1.1469 0.0692
O -0.5206 -5.3749 0.4976
C -0.7688 -4.3096 -0.0362
O -0.3046 -3.1579 0.3041
C -1.6143 -4.3218 -1.3326
C -0.7209 -3.7726 -2.4597
C -1.3084 -4.1537 -3.8267
C -2.5025 -3.1746 -3.9289
C -2.3977 -2.4354 -2.5891
O -0.9698 -2.3528 -2.3939
C -2.8410 -3.3558 -1.4395
C -3.2037 -2.5230 -0.1824
O -4.0746 -2.9391 0.5525
O -2.6027 -1.3767 -0.0891
H -1.9001 -5.3562 -1.5031
H 0.3384 -3.9741 -2.3355
H -0.5835 -3.9891 -4.6250
H -1.6110 -5.1997 -3.8477
H -2.3784 -2.4768 -4.7582
H -3.4634 -3.6754 -4.0399
H -2.8381 -1.4421 -2.5731
H -3.7440 -3.9115 -1.6842
C -3.4130 2.8046 5.4073
C -2.2063 3.4278 5.1178
C -1.4811 3.0534 3.9968
C -1.9566 2.0514 3.1538
C -3.1586 1.4180 3.4624
C -3.8874 1.7976 4.5797
P -1.0808 1.4617 1.6525
C 0.6310 1.8905 2.1717
C 1.1031 1.3608 3.3787
C 2.3898 1.6277 3.8125
C 3.2297 2.4327 3.0525
C 2.7730 2.9623 1.8571
C 1.4810 2.6969 1.4200
C -1.4398 2.7809 0.4359
C -1.8627 4.0392 0.7828
C -2.2103 4.9817 -0.2040
C -2.1614 4.6330 -1.5218
C -1.7686 3.3322 -1.9170
C -1.7689 2.9642 -3.2802
C -1.4225 1.6896 -3.6270
C -1.0298 0.7629 -2.6412
C -0.9602 1.0350 -1.2774
C -1.3813 2.3713 -0.9345
H -3.9742 3.0998 6.2855
H -1.8236 4.2045 5.7691
H -0.5355 3.5364 3.7810
H -3.5027 0.6045 2.8335
H -4.8172 1.2954 4.8145
H 0.4479 0.7456 3.9815
H 2.7330 1.2015 4.7475
H 4.2357 2.6489 3.3910
H 3.4273 3.5858 1.2586
H 1.1139 3.1566 0.5098
H -1.9378 4.3215 1.8246
H -2.5265 5.9748 0.0915
H -2.4416 5.3425 -2.2938
H -2.0635 3.6962 -4.0246
H -1.4420 1.3836 -4.6688
H -0.7308 -0.2188 -2.9993
I 5.8951 -0.0404 0.7184
C 4.2218 -1.0553 1.4838
C 4.3598 -2.0565 2.4254
C 3.2088 -2.7178 2.8203
C 1.9950 -2.3738 2.2411
N 1.8707 -1.3778 1.3632
C 2.9693 -0.7196 1.0055
H 5.3284 -2.3123 2.8340
H 3.2547 -3.5147 3.5493
H 1.0930 -2.9204 2.4750
H 2.8400 0.1037 0.3210
S -1.0209 -1.4149 2.8648
C -1.8384 -2.8129 3.2480
N -2.3799 -3.7723 3.6083
C 3.9763 0.8108 -3.9755
N 3.1879 -0.0438 -3.1252
C 3.3182 -1.4771 -3.0695
C 2.3109 -1.8217 -1.9572
O 2.1245 -2.9336 -1.5277
N 1.6809 -0.6640 -1.5577
C 2.2509 0.3364 -2.2316
N 2.0210 1.6246 -1.9642
H 4.9281 0.3232 -4.1793
H 4.1838 1.7575 -3.4749
H 3.4775 1.0121 -4.9284
H 4.3308 -1.7851 -2.7997
H 3.0349 -1.9653 -4.0057
H 1.1446 1.7612 -1.4634
H 2.2544 2.3153 -2.6566
```

The LUMO energy comes out at 1.54 eV. The orbital gap is 6.12 eV. For the HOMO energy, the calculation gives -4.575 eV. Its charge is -1.

***

(3)
Below is C40H36AuF2GeN3O2S as an isolated structure at a distorted geometry, with properties calculated with wB97M-V/def2-TZVPD.

The geometry in XYZ format:
```
86
C40H36AuF2GeN3O2S | OMol25 | wB97M-V/def2-TZVPD
Au -0.3416 -1.2631 -0.7903
C -5.5487 0.7709 4.0132
C -5.0589 -0.5135 3.8442
C -3.7497 -0.7036 3.4402
C -2.9187 0.3861 3.2101
C -3.4118 1.6741 3.3974
C -4.7166 1.8610 3.8142
Ge -1.0704 0.1155 2.5190
C 0.5888 0.9039 3.3390
C 0.5419 1.9818 4.2107
C 1.7154 2.5823 4.6412
C 2.9439 2.1096 4.2125
C 2.9971 1.0293 3.3470
C 1.8251 0.4401 2.9036
C -0.7629 -1.8742 2.4585
C 0.1733 -2.3598 3.3598
C 0.2494 -3.7147 3.6322
C -0.6243 -4.5918 3.0133
C -1.5521 -4.1156 2.1034
C -1.6234 -2.7592 1.8210
H -6.5787 0.9292 4.2914
H -5.6974 -1.3672 4.0147
H -3.3705 -1.7079 3.3058
H -2.7695 2.5290 3.2303
H -5.0898 2.8591 3.9787
H -0.4135 2.3551 4.5531
H 1.6673 3.4274 5.3109
H 3.8563 2.5903 4.5366
H 3.9511 0.6503 3.0081
H 1.8795 -0.3917 2.2098
H 0.8268 -1.6747 3.8809
H 0.9706 -4.0719 4.3524
H -0.5912 -5.6438 3.2530
H -2.2366 -4.7989 1.6220
H -2.3570 -2.3972 1.1153
N 6.6229 -0.0765 -0.4394
C 5.8689 -1.1818 -0.1916
S 6.7187 -2.5803 0.3158
C 4.4682 -1.1833 -0.2888
C 3.7027 -2.3669 -0.0699
C 2.3511 -2.3628 -0.2202
N 1.6377 -1.2606 -0.5756
C 2.3441 -0.1138 -0.7306
C 3.6948 -0.0267 -0.6010
H 7.6233 -0.1748 -0.4210
H 6.2517 0.6789 -0.9883
H 4.2163 -3.2708 0.2227
H 1.7700 -3.2572 -0.0637
H 1.7717 0.7700 -0.9696
H 4.1585 0.9401 -0.7094
C 3.0868 1.5093 -4.0575
C 1.8235 2.0287 -3.4442
C 1.7969 3.3144 -2.9176
C 0.6625 3.8037 -2.2845
C -0.4527 3.0074 -2.1695
C -0.4651 1.7224 -2.7322
N -1.5981 0.9521 -2.5145
C -2.2653 0.1868 -3.4461
C -2.1471 0.4911 -4.8096
C -2.8601 -0.2202 -5.7474
C -3.6991 -1.2543 -5.3528
C -3.8513 -1.5455 -4.0061
C -3.1220 -0.8556 -3.0512
C -3.3348 -1.2462 -1.5828
O -4.4729 -1.5367 -1.2873
O -2.3474 -1.1971 -0.7793
C 0.6833 1.2203 -3.3811
C 0.7412 -0.1676 -3.9324
H 3.8582 2.2740 -4.0485
H 2.9193 1.1915 -5.0846
H 3.4550 0.6483 -3.4991
H 2.6785 3.9342 -2.9967
H 0.6633 4.7992 -1.8705
H -1.3373 3.3726 -1.6664
H -2.1541 1.2220 -1.7090
H -1.5474 1.3430 -5.0948
H -2.7781 0.0547 -6.7881
H -4.2341 -1.8280 -6.0917
H -4.5210 -2.3271 -3.6768
H -0.0896 -0.7818 -3.5953
H 1.6663 -0.6523 -3.6283
H 0.7281 -0.1429 -5.0227
F -0.7882 2.6575 1.4552
C -1.0466 1.4321 0.9252
F -2.2571 1.5527 0.3194
H -0.2991 1.2574 0.1431
```

The LUMO energy (alpha / beta) comes out at -4.22 / -6.21 eV. The orbital gap (alpha / beta) is 6.80 / 4.81 eV. For the HOMO energy (alpha / beta), the calculation gives -11.019 / -11.019 eV. The expectation value of S² is 0.78. The multiplicity is 2. Its charge is +1.

***

(4)
Below is C40H36ClN3OsSi2 as an isolated structure at a distorted geometry, with properties calculated with wB97M-V/def2-TZVPD.

The geometry in XYZ format:
```
83
C40H36ClN3OsSi2 | OMol25 | wB97M-V/def2-TZVPD
C 1.0695 1.4646 1.8909
C 2.3821 1.4103 2.3740
C 3.1285 2.4687 1.7989
H 2.7343 0.7826 3.1711
C 2.2556 3.1314 0.8719
C 0.9822 2.4659 0.8994
H 0.0910 2.8188 0.4248
H 0.2222 0.9252 2.2782
H 4.1691 2.6570 1.9425
H 2.5042 3.9447 0.2565
Os 2.4920 1.2202 0.3105
Si 2.5156 -2.2185 -3.7451
C 3.7062 -2.9377 -2.5258
C 4.7539 -3.6931 -3.0586
H 4.7867 -3.8767 -4.1381
C 5.7330 -4.2707 -2.2388
H 6.5607 -4.8284 -2.6761
C 5.6960 -4.0761 -0.8614
H 6.4860 -4.4717 -0.2154
C 4.6357 -3.3534 -0.3137
H 4.6340 -3.1269 0.7505
C 3.5792 -2.9090 -1.1110
H 2.6375 -2.5577 -0.6527
C 2.4133 -0.2800 -3.5615
C 3.0189 0.3788 -2.4775
H 3.4621 -0.3784 -1.8075
C 2.5181 1.7051 -2.0330
H 3.2279 2.6244 -1.5604
C 1.6761 2.4039 -2.9661
H 1.4913 3.4798 -2.8269
C 1.1836 1.7349 -4.0816
H 0.5206 2.2664 -4.7684
C 1.4353 0.3874 -4.2952
H 0.8956 -0.1412 -5.1007
H 3.2558 -0.2247 -0.0110
Si 4.3818 1.3185 -1.2651
C 5.4912 2.1297 -2.8038
C 6.6382 2.9152 -2.5477
H 7.0417 2.9795 -1.5287
C 7.2214 3.7175 -3.5477
H 8.0563 4.3610 -3.2956
C 6.7192 3.7226 -4.8422
H 7.0933 4.4200 -5.5807
C 5.6742 2.8577 -5.1523
H 5.2328 2.8461 -6.1450
C 5.1085 2.0172 -4.1710
H 4.3082 1.3174 -4.4785
C 5.8220 0.0691 -0.7221
C 6.3542 0.1724 0.5690
H 5.8124 0.7398 1.3184
C 7.5994 -0.3902 0.8841
H 8.0455 -0.2150 1.8704
C 8.2598 -1.1910 -0.0499
H 9.2222 -1.6462 0.1687
C 7.6695 -1.4392 -1.2940
H 8.1422 -2.1355 -1.9955
C 6.4803 -0.7889 -1.6212
H 6.0352 -0.9811 -2.5970
H 2.5978 -2.6363 -5.0783
Cl 0.7531 -3.1020 -3.1998
C -3.2603 1.5459 -2.9789
C -3.1131 0.2000 -2.6246
C -1.9324 -0.2362 -2.0262
C -0.9103 0.6652 -1.6626
C -1.0979 2.0202 -2.0292
C -2.2217 2.4488 -2.7288
N 0.1804 0.2102 -0.8949
N 0.1027 -1.0701 -0.7228
C 0.6163 -1.7219 0.3954
C 0.2554 -3.0918 0.5226
C 0.9027 -3.8742 1.4599
C 1.8740 -3.2712 2.2737
C 2.0841 -1.9002 2.1548
N 1.5212 -1.1389 1.2091
H -4.1881 1.8892 -3.4373
H -3.9003 -0.5306 -2.8114
H -1.7811 -1.2826 -1.7824
H -0.3008 2.7208 -1.8293
H -2.3048 3.4855 -3.0843
H -0.4693 -3.4576 -0.2110
H 0.6977 -4.9449 1.5221
H 2.4812 -3.8479 2.9785
H 2.7855 -1.4147 2.8316
```

The LUMO energy (alpha / beta) comes out at -7.42 / -8.25 eV. The orbital gap (alpha / beta) is 5.47 / 5.30 eV. For the HOMO energy (alpha / beta), the calculation gives -12.892 / -13.548 eV. The expectation value of S² is 6.07. The multiplicity is 5. Its charge is +2.

***

So what do the calculations give for calculated total energy? Going down the list: -8154.4279; -4543.5614; -4670.8949; -2839.0708 hartree.
So what do the calculations give for energy above the lowest of the compared OMol25 structures with the same formula, charge and spin? Going down the list: 0.567; 1.079; 0.000; 3.070 eV.